The following is a DFT calculation (the ωB97M-V functional and the def2-TZVPD basis) of a cluster of 2 separate species, C5H16N2Si in total at a distorted geometry.

Properties
HOMO (alpha / beta) (Ha): -0.201 / -0.353
Spin multiplicity: 3
Orbital gap (alpha / beta) (eV): 6.2 / 7.9
Strongest force on any atom (eV Å⁻¹): 4.1
⟨S²⟩: 2.01
Molar mass (g mol⁻¹): 132.3

Geometry (Å):
C  0.98687  -0.41406  1.19562
C  2.47053  -0.80097  -0.74516
C  1.66877  1.57642  -0.35012
C  -2.79828  -1.31493  0.65396
C  1.31794  0.08802  -0.31279
N  -2.24294  1.60044  0.34377
N  0.21610  -0.07297  -1.32987
Si  -2.18202  0.05814  -0.53326
H  0.27684  0.28363  1.72918
H  0.53041  -1.31334  0.92739
H  1.91764  -0.50383  1.76529
H  3.37427  -0.57867  -0.09665
H  2.75493  -0.58203  -1.79038
H  2.21441  -1.87868  -0.69238
H  0.79931  2.14270  -0.12059
H  2.63312  1.78546  0.18081
H  1.89188  1.83399  -1.36573
H  -3.35464  -0.99530  1.54991
H  -3.56209  -1.80534  0.02640
H  -2.12719  -2.10628  0.83342
H  -1.69536  2.22871  -0.12485
H  -1.91798  1.59137  1.37227
H  0.04118  -1.04459  -1.55905
H  -3.21370  0.22214  -1.55718

In elementary charge units, the Mulliken charges are: C -1.288; C -1.619; C -1.535; C -1.044; C 1.591; N -0.593; N -0.695; Si 0.300; H 0.192; H 0.414; H 0.406; H 0.371; H 0.413; H 0.377; H 0.258; H 0.341; H 0.436; H 0.342; H 0.288; H 0.357; H 0.236; H 0.296; H 0.381; H -0.224

The following is a DFT calculation (the ωB97M-V functional and the def2-TZVPD basis) of an isolated molecule of C5H16N2Si2 at a distorted geometry.

Properties
HOMO (Ha): -0.316
Orbital gap (eV): 9.3
Strongest force on any atom (eV Å⁻¹): 3.9
Relative energy (zero: lowest compared OMol25 entry of this formula, charge and spin) (kcal/mol): 0.0
Molar mass (g mol⁻¹): 160.4

Geometry (Å):
C  1.84925  1.02221  0.92225
C  1.24063  -1.39717  0.12926
C  1.47838  0.67976  -1.36478
C  -1.98477  -2.05705  0.61258
C  1.03177  0.11385  -0.01005
N  -2.67391  0.85830  -0.30252
N  -0.37117  0.34991  0.15690
Si  -1.26702  1.85685  0.15412
Si  -1.68001  -0.59988  -0.58639
H  1.54924  2.07555  0.98467
H  1.92974  0.78465  2.03405
H  2.81679  1.12707  0.59058
H  0.35981  -1.99048  -0.28782
H  1.40092  -1.56756  1.24436
H  2.15791  -1.63580  -0.47224
H  0.79585  0.53075  -2.24145
H  1.68821  1.71037  -1.32102
H  2.38034  -0.00611  -1.54783
H  -1.89146  -1.67988  1.66856
H  -3.01181  -2.50343  0.56853
H  -1.10421  -2.83941  0.41821
H  -3.42957  0.87607  0.38778
H  -0.92759  2.56327  -1.10392
H  -0.99947  2.78917  1.43255
H  -1.33781  -1.06100  -2.06640

In elementary charge units, the Mulliken charges are: C -1.729; C -0.997; C -1.640; C -0.881; C 1.362; N -0.433; N 0.228; Si 0.179; Si 0.096; H 0.392; H 0.281; H 0.522; H -0.010; H 0.297; H 0.368; H 0.284; H 0.457; H 0.381; H 0.278; H 0.363; H 0.269; H 0.283; H -0.124; H -0.127; H -0.099

The following is a DFT calculation (the ωB97M-V functional and the def2-TZVPD basis) of a structure of composition C5H16N3 at a distorted geometry.

Properties
HOMO (Ha): -0.435
Orbital gap (eV): 5.0
Strongest force on any atom (eV Å⁻¹): 5.4
Relative energy (zero: lowest compared OMol25 entry of this formula, charge and spin) (kcal/mol): 242.5
Net charge: +1
Molar mass (g mol⁻¹): 118.2

Geometry (Å):
C  1.16649  0.11813  0.85659
N  0.65628  -0.77342  1.78980
C  -1.70589  1.77826  -0.99804
C  -2.95443  1.31415  -0.70412
C  -2.55943  -0.67720  -0.57646
N  -2.06738  -1.09639  0.71767
C  1.16025  -0.95685  -0.08849
N  4.62253  -0.59842  -0.31456
H  0.58899  1.06119  0.59093
H  2.17737  0.61263  1.06187
H  1.09616  -0.77998  2.69991
H  -1.18247  2.52176  -0.43375
H  -1.48401  1.86087  -2.04282
H  -3.76874  1.15636  -1.44780
H  -3.37712  1.55074  0.29151
H  -1.69326  -0.16781  -1.07599
H  -3.22609  -1.38458  -1.03499
H  -1.12480  -0.61831  0.75259
H  -2.70642  -0.68627  1.42089
H  0.50032  -1.13316  -0.89629
H  1.88932  -1.66669  0.21810
H  5.31052  -1.06980  0.24587
H  3.65831  -0.49417  -0.10833
H  5.02350  0.12894  -0.92408

In elementary charge units, the Mulliken charges are: C -0.001; N -0.580; C -0.599; C -0.396; C -0.250; N -0.317; C -0.531; N -0.580; H -0.091; H 0.441; H 0.204; H 0.345; H 0.351; H 0.339; H 0.335; H 0.173; H 0.390; H 0.220; H 0.341; H 0.205; H 0.360; H 0.184; H 0.259; H 0.198

The following is a DFT calculation (the ωB97M-V functional and the def2-TZVPD basis) of a cluster of 2 separate species, C5H16N3 in total at a distorted geometry.

Properties
HOMO (Ha): -0.528
Orbital gap (eV): 11.2
Strongest force on any atom (eV Å⁻¹): 2.4
Relative energy (zero: lowest compared OMol25 entry of this formula, charge and spin) (kcal/mol): 24.8
Net charge: +1
Molar mass (g mol⁻¹): 118.2

Geometry (Å):
C  -0.10861  -2.21770  0.51317
C  -1.14395  -0.24194  1.54877
N  -0.63330  -1.45645  1.66346
N  -1.66421  0.21983  0.42447
N  -1.41533  0.49178  2.67534
H  -0.29379  -1.78675  2.55159
H  -1.43747  -0.23788  -0.44221
H  -2.14408  1.10306  0.41203
H  -0.94789  0.19761  3.51751
H  -2.34753  0.86877  2.65560
H  0.62003  -1.76686  -0.15454
H  -0.94605  -2.46313  -0.11838
H  0.41892  -3.07384  0.91961
C  1.35654  1.52473  -1.47592
C  1.83927  0.37127  -0.57905
C  0.13129  1.10058  -2.26062
H  1.21317  2.46062  -0.93579
H  2.08681  1.77552  -2.23253
H  1.76437  0.43826  0.50448
H  0.29992  0.19070  -2.84279
H  -0.73477  0.91008  -1.62705
H  2.91166  0.34981  -0.78419
H  1.42387  -0.55742  -0.91936
H  -0.24886  1.79937  -3.01357

In elementary charge units, the Mulliken charges are: C -0.993; C 0.698; N -0.143; N -0.341; N -0.480; H 0.261; H 0.242; H 0.228; H 0.225; H 0.236; H 0.245; H 0.392; H 0.358; C -0.193; C -0.721; C -1.043; H 0.320; H 0.314; H 0.260; H 0.360; H -0.018; H 0.377; H 0.017; H 0.399